Entry 1:
This record from the Open Molecules 2025 dataset describes one molecule with the formula C6H10. The level of theory is the ωB97M-V functional and the def2-TZVPD basis.

Geometry as XYZ:
```
16
Properties=species:S:1:pos:R:3:forces:R:3
C -1.52114 0.88574 -0.13217 0.0 -0.3 -0.1
C 0.72991 0.12476 -0.02120 -0.1 0.2 0.0
C -0.08785 -1.13611 0.15576 0.0 0.0 0.1
C 2.22750 0.10242 0.00984 0.0 0.0 0.0
C -1.56426 -0.65854 0.09125 0.0 -0.1 0.0
C -0.05277 1.18886 -0.19160 0.1 0.0 0.0
H -2.09534 -0.92604 1.01020 0.1 0.1 -0.1
H -2.04378 1.17384 -1.05191 0.1 0.0 0.1
H 2.59026 -0.24290 0.98625 0.0 0.0 -0.1
H 0.16361 -1.87174 -0.62393 -0.1 0.2 0.1
H 0.28471 2.21293 -0.31347 0.2 -0.1 -0.1
H 0.12934 -1.63158 1.11192 0.1 0.1 -0.1
H -2.08021 -1.17350 -0.72670 0.0 0.2 0.1
H 2.64337 1.09688 -0.17985 -0.1 -0.2 0.0
H -1.97568 1.48238 0.66388 -0.2 -0.3 0.1
H 2.63198 -0.58671 -0.74293 -0.1 0.1 0.1
```
Positions in Å, forces in eV/Å.

SMILES   CC1=CCCC1
ΔE to the lowest compared entry with this formula, charge and spin   3.7 kJ/mol
Kohn-Sham gap   0.363 Ha
E_HOMO   -8.72 eV
Spin multiplicity   1


Entry 2:
This record from the Open Molecules 2025 dataset describes one molecule with the formula C6H10. The level of theory is the ωB97M-V functional and the def2-TZVPD basis.

Geometry as XYZ:
```
16
Properties=species:S:1:pos:R:3:forces:R:3
C 2.33556 1.23875 -0.56428 0.9 -0.8 -0.3
C -1.67347 -1.04015 0.58967 2.3 -0.3 -1.2
C -0.52036 -1.09101 0.21814 -3.5 -0.1 1.0
C 0.91922 0.74637 -0.31434 1.1 -0.7 1.8
C 0.77523 -0.76308 -0.19800 3.3 -1.7 2.6
C -3.05977 -0.77436 0.72217 -2.4 1.5 0.1
H -3.27268 0.23867 0.22997 0.4 -1.0 0.9
H -3.72730 -1.42282 0.10398 0.6 0.0 0.9
H 2.81557 0.93486 -1.51986 -0.9 0.5 0.0
H 1.07135 -1.39840 -1.01442 0.2 0.3 -1.0
H 3.09328 0.75594 0.10270 -0.9 0.8 0.3
H 2.26047 2.32272 -0.46176 0.8 -0.1 -0.1
H -3.36632 -0.70825 1.80893 0.0 -0.2 -1.3
H 0.62233 1.15541 0.70755 0.0 -0.3 -1.5
H 1.48662 -1.23938 0.66537 -1.2 1.4 -1.7
H 0.24026 1.04473 -1.07581 -0.6 0.7 -0.5
```
Positions in Å, forces in eV/Å.

SMILES   CC#CCCC
ΔE to the lowest compared entry with this formula, charge and spin   213.4 kJ/mol
Kohn-Sham gap   0.370 Ha
E_HOMO   -9.03 eV
Spin multiplicity   1


Entry 3:
This record from the Open Molecules 2025 dataset describes C6H10 as an isolated structure. The level of theory is the ωB97M-V functional and the def2-TZVPD basis.

Geometry as XYZ:
```
16
Properties=species:S:1:pos:R:3:forces:R:3
C 0.79923 -0.03929 1.01950 -0.4 0.5 -0.3
C 0.43127 0.63064 -0.07083 0.3 -0.2 0.6
C 1.24962 -1.44519 1.03151 1.1 0.1 -0.1
C -0.01470 0.01114 -1.36811 0.0 -0.2 0.0
C -1.40175 0.29719 -0.73753 -0.5 0.0 -0.2
C -0.77738 1.52598 -0.00046 -0.2 0.2 0.0
H 0.28280 -1.01651 -1.59845 -0.1 0.2 0.1
H 0.16652 0.65224 -2.24242 0.0 -0.1 0.3
H -1.56362 -0.49958 -0.00014 -0.3 0.3 -0.2
H -2.27447 0.43334 -1.37288 0.0 0.1 -0.2
H 0.78082 0.46498 1.97777 -0.3 0.1 0.1
H 2.31017 -1.23395 0.81362 0.2 -1.4 0.3
H 1.07460 -1.92329 2.00361 0.4 0.2 -0.2
H -0.76159 2.42278 -0.62924 0.0 -0.2 0.0
H 0.82577 -2.10013 0.26088 0.1 0.4 0.0
H -1.11945 1.75891 1.01144 -0.1 0.0 -0.2
```
Positions in Å, forces in eV/Å.

ΔE to the lowest compared entry with this formula, charge and spin   190.4 kJ/mol
Kohn-Sham gap   0.352 Ha
E_HOMO   -8.37 eV
Spin multiplicity   1


Entry 4:
This record from the Open Molecules 2025 dataset describes one molecule with the formula C6H10. The level of theory is the ωB97M-V functional and the def2-TZVPD basis.

Geometry as XYZ:
```
16
Properties=species:S:1:pos:R:3:forces:R:3
C 0.57605 0.56284 1.96814 -0.7 1.0 1.9
C 0.63850 -0.11732 -1.02128 -1.7 0.3 -0.6
C -0.15646 -0.41874 1.46458 -0.7 -1.1 -0.7
C -0.20563 -0.79882 0.00667 -0.8 -0.7 1.2
C -1.09269 -1.75760 -0.29920 -0.4 0.2 -0.2
C 0.22456 1.34927 -1.25436 -0.6 0.8 -0.2
H -0.86176 1.30082 -1.47391 0.5 0.4 0.0
H 0.72273 1.85258 -2.13348 -0.3 -0.7 0.9
H -0.87894 -1.05081 2.08393 1.1 1.3 -0.6
H 1.61389 -0.15341 -0.64772 1.9 -0.2 0.0
H 0.48120 -0.70876 -1.95075 0.6 0.5 0.5
H -1.35278 -2.02758 -1.33618 0.4 0.0 0.6
H 0.34500 2.03133 -0.36297 0.0 -0.9 -0.9
H 0.35103 0.96073 2.99561 0.5 -0.9 -0.9
H 1.29756 1.19081 1.46641 -0.1 -0.3 -0.5
H -1.70226 -2.21535 0.49451 0.3 0.2 -0.5
```
Positions in Å, forces in eV/Å.

SMILES   C=CC(=C)CC
ΔE to the lowest compared entry with this formula, charge and spin   121.9 kJ/mol
Kohn-Sham gap   0.365 Ha
E_HOMO   -8.83 eV
Spin multiplicity   1


What is the formula in the second record? C6H10